# 1
Entry from OMol25: a structure of composition C21H45N5O4PSm (wB97M-V/def2-TZVPD).

The value obtained for the lowest unoccupied orbital energy (spin up / spin down) is -5.5 / -5.4 eV. The multiplicity is 6. Its expectation value of S² is 8.7782. As for the charge: +2. The HOMO energy (spin up / spin down) is -13.214 / -13.219 eV.

Last column: Löwdin spin population.
Positions of all 77 atoms, in Å:
Sm  1.75  0.44  0.41  5.107
C  0.40  2.74  2.54  0.001
O  1.70  2.18  2.25  -0.003
C  2.38  1.72  3.44  0.000
C  2.12  0.24  3.61  0.000
O  2.69  -0.47  2.49  -0.005
C  4.07  -0.85  2.69  0.000
H  0.52  3.62  3.17  0.000
H  -0.24  2.00  3.03  0.000
H  -0.05  3.00  1.59  0.000
H  2.03  2.27  4.31  0.000
H  3.44  1.92  3.30  0.000
H  1.05  0.03  3.59  0.000
H  2.53  -0.15  4.55  0.000
H  4.14  -1.51  3.56  0.000
H  4.70  0.03  2.82  0.000
H  4.38  -1.39  1.80  0.000
N  -0.32  0.34  0.71  -0.062
P  -1.19  -0.67  -0.13  -0.010
N  -0.57  -2.21  0.08  -0.001
C  -0.90  -3.27  -0.87  0.000
C  0.30  -3.55  -1.77  0.000
C  1.54  -3.89  -0.94  0.000
C  1.81  -2.83  0.13  -0.001
C  0.54  -2.55  0.94  0.000
N  -2.80  -0.82  0.15  -0.004
C  -3.24  -1.66  1.28  0.000
C  -4.73  -1.47  1.53  0.000
C  -5.04  -0.03  1.94  0.000
C  -4.10  0.96  1.24  0.000
C  -3.63  0.39  -0.08  0.000
N  -1.12  -0.28  -1.76  -0.001
C  0.02  0.46  -2.28  -0.001
C  0.15  0.26  -3.79  0.000
C  -1.09  0.77  -4.54  0.000
C  -2.36  0.50  -3.72  0.000
C  -2.14  -0.66  -2.76  0.000
H  -1.78  -2.99  -1.45  0.000
H  -1.17  -4.18  -0.31  0.000
H  0.49  -2.65  -2.38  0.000
H  0.08  -4.36  -2.46  0.000
H  2.41  -4.02  -1.58  0.000
H  1.38  -4.84  -0.44  0.000
H  2.16  -1.92  -0.41  -0.001
H  2.63  -3.14  0.78  0.000
H  0.68  -1.77  1.70  0.000
H  0.30  -3.46  1.50  0.000
H  -2.68  -1.41  2.19  0.000
H  -3.02  -2.71  1.04  0.000
H  -5.05  -2.17  2.29  0.000
H  -5.27  -1.74  0.62  0.000
H  -4.95  0.08  3.02  0.000
H  -6.08  0.20  1.70  0.000
H  -3.22  1.17  1.85  0.000
H  -4.60  1.92  1.07  0.000
H  -3.03  1.11  -0.65  0.000
H  -4.48  0.12  -0.72  0.000
H  1.00  0.10  -1.87  -0.001
H  -0.04  1.53  -2.03  0.000
H  0.30  -0.80  -3.99  0.000
H  1.05  0.77  -4.14  0.000
H  -1.14  0.27  -5.50  0.000
H  -0.99  1.83  -4.75  0.000
H  -3.20  0.28  -4.37  0.000
H  -2.64  1.38  -3.13  0.000
H  -1.83  -1.55  -3.31  0.000
H  -3.05  -0.91  -2.23  0.000
N  3.51  4.80  -1.21  0.000
C  4.27  3.83  -0.34  0.000
C  3.43  2.56  -0.24  0.000
O  3.92  1.58  0.36  -0.009
O  2.28  2.57  -0.75  -0.005
H  3.44  5.73  -0.80  0.000
H  2.57  4.39  -1.33  0.000
H  3.94  4.90  -2.13  0.000
H  4.39  4.27  0.65  0.000
H  5.25  3.64  -0.76  0.000

# 2
Entry from OMol25: a cluster of 3 separate species, C21H45N7O5P2 in total (wB97M-V/def2-TZVPD).

The value obtained for the lowest unoccupied orbital energy is -1.3 eV. The multiplicity is 1. Its energy relative to the best compared isomer or geometry (same formula, charge and spin) is 0.00 kJ/mol. As for the SMILES: NC(=O)CCC1=CC(=O)C=CC1=O.CN(C)P(=O)(N(C)C)N(C)C.CN(C)P(=O)(N(C)C)N(C)C. The HOMO energy is -7.710 eV.

Last column: Mulliken charge in e.
Positions of all 80 atoms, in Å:
N  -1.90  1.77  -0.18  -0.392
C  -0.67  2.53  0.02  0.358
O  -0.77  3.74  0.36  -0.567
C  0.80  1.96  -0.20  -0.640
C  0.96  1.04  -1.50  -0.193
C  1.12  1.86  -2.85  0.438
C  0.46  3.06  -3.13  -0.165
C  0.75  3.81  -4.52  0.010
O  -0.09  4.51  -5.11  -0.519
C  2.24  3.61  -5.08  -0.364
C  2.92  2.40  -4.80  -0.390
C  2.10  1.31  -3.98  0.262
O  2.17  0.08  -4.21  -0.483
H  -2.60  2.43  -0.56  0.294
H  -1.74  1.04  -0.89  0.262
H  1.06  1.31  0.70  0.391
H  1.59  2.79  -0.26  0.269
H  1.94  0.46  -1.36  0.247
H  0.15  0.22  -1.57  0.164
H  -0.28  3.55  -2.43  0.336
H  2.72  4.46  -5.66  0.344
H  3.98  2.22  -5.14  0.354
C  3.12  -3.16  -3.80  -0.998
N  4.20  -3.14  -2.84  0.354
C  5.04  -1.96  -3.02  -1.158
P  4.58  -4.13  -1.53  0.803
O  3.95  -3.20  -0.49  -0.769
N  3.53  -5.44  -1.15  0.177
C  2.46  -6.01  -1.95  -1.012
C  3.16  -5.55  0.27  -1.103
N  5.40  -5.20  -2.68  -0.026
C  5.06  -5.58  -4.04  -0.969
C  6.32  -6.15  -2.04  -1.146
H  3.51  -3.07  -4.82  0.418
H  2.41  -2.34  -3.64  0.197
H  2.55  -4.09  -3.80  0.304
H  5.94  -2.22  -3.60  0.278
H  5.36  -1.55  -2.06  0.339
H  4.52  -1.15  -3.55  0.294
H  1.79  -5.25  -2.36  0.269
H  1.83  -6.68  -1.36  0.397
H  2.86  -6.65  -2.73  0.255
H  2.30  -4.92  0.51  0.342
H  3.99  -5.27  0.92  0.303
H  2.92  -6.59  0.53  0.400
H  4.01  -5.79  -4.19  0.329
H  5.60  -6.48  -4.35  0.396
H  5.36  -4.79  -4.74  0.224
H  5.80  -7.07  -1.74  0.338
H  6.77  -5.70  -1.16  0.332
H  7.14  -6.42  -2.71  0.442
C  -6.03  4.09  5.78  -1.096
N  -6.07  3.88  4.35  0.206
C  -7.38  4.22  3.80  -1.182
P  -4.88  3.44  3.23  0.844
O  -4.61  4.89  2.77  -0.783
N  -3.27  3.21  3.78  0.236
C  -2.79  3.07  5.14  -1.045
C  -2.23  3.88  2.98  -1.202
N  -5.21  1.76  3.66  -0.056
C  -5.54  1.14  4.93  -0.989
C  -4.70  0.80  2.68  -1.160
H  -6.85  3.55  6.26  0.412
H  -6.13  5.15  6.04  0.306
H  -5.12  3.72  6.25  0.326
H  -7.98  3.31  3.66  0.305
H  -7.28  4.72  2.83  0.321
H  -7.94  4.90  4.45  0.409
H  -3.17  3.84  5.81  0.292
H  -1.70  3.15  5.20  0.411
H  -2.99  2.07  5.53  0.261
H  -2.09  4.91  3.30  0.331
H  -2.49  3.88  1.92  0.271
H  -1.28  3.35  3.06  0.456
H  -4.95  1.51  5.76  0.338
H  -5.38  0.06  4.90  0.401
H  -6.60  1.29  5.17  0.229
H  -3.66  0.52  2.89  0.331
H  -4.74  1.22  1.67  0.338
H  -5.30  -0.12  2.65  0.463

# 3
Entry from OMol25: a structure of composition C21H45OP3SeSm (wB97M-V/def2-TZVPD).

The value obtained for the lowest unoccupied orbital energy (spin up / spin down) is -11.2 / -10.6 eV. The multiplicity is 6. Its expectation value of S² is 8.7647. As for the charge: +3. The HOMO energy (spin up / spin down) is -15.039 / -15.039 eV.

Last column: Löwdin spin population.
Positions of all 72 atoms, in Å:
Sm  -0.07  0.35  0.31  5.079
P  1.00  3.07  -0.48  -0.012
P  -2.34  0.70  -1.41  -0.019
P  1.28  -0.10  -2.30  -0.008
H  0.90  -1.72  1.88  0.000
C  1.61  -1.46  1.08  -0.001
C  2.40  -0.34  1.18  -0.009
H  2.36  0.31  2.07  0.000
C  0.88  4.31  0.87  -0.001
C  0.31  4.10  -1.84  -0.002
C  2.80  3.27  -0.87  -0.002
C  -3.13  -0.95  -1.36  -0.001
C  -3.62  1.75  -0.64  -0.003
C  -2.42  1.15  -3.17  -0.004
C  3.03  -0.62  -2.26  -0.002
C  1.32  0.99  -3.77  -0.001
C  0.50  -1.61  -2.99  0.000
H  1.75  -2.21  0.29  0.001
H  3.19  -0.09  0.48  0.000
H  1.28  3.89  1.80  0.000
H  -0.17  4.58  1.05  0.000
H  1.44  5.22  0.62  0.000
H  -0.77  4.25  -1.67  0.000
H  0.43  3.59  -2.81  0.000
H  0.80  5.08  -1.89  0.000
H  3.39  2.84  -0.06  0.000
H  3.06  4.33  -0.98  0.000
H  3.05  2.74  -1.79  0.000
H  -4.11  -0.87  -1.84  0.000
H  -3.25  -1.29  -0.32  0.000
H  -2.51  -1.69  -1.88  0.000
H  -4.55  1.62  -1.23  -0.001
H  -3.30  2.80  -0.67  0.000
H  -3.79  1.45  0.40  0.000
H  -3.48  1.14  -3.47  -0.001
H  -1.85  0.44  -3.78  0.000
H  -2.00  2.16  -3.31  0.000
H  3.30  -1.06  -3.23  0.000
H  3.20  -1.36  -1.47  0.000
H  3.68  0.25  -2.07  0.000
H  1.72  0.42  -4.62  0.000
H  1.96  1.86  -3.58  0.000
H  0.30  1.34  -4.01  0.000
H  1.14  -1.98  -3.81  0.000
H  -0.50  -1.39  -3.39  0.000
H  0.41  -2.38  -2.23  0.000
C  -0.68  -5.42  0.80  0.000
C  0.40  -4.90  1.52  0.000
C  1.33  -5.74  2.13  0.000
C  1.17  -7.13  2.09  0.000
C  0.06  -7.67  1.43  0.000
C  -0.86  -6.84  0.79  0.000
Se  -1.76  -4.15  -0.15  -0.001
H  -1.25  -2.81  0.46  0.000
H  0.51  -3.82  1.56  0.000
H  2.18  -5.29  2.64  0.000
H  1.91  -7.77  2.58  0.000
H  -0.07  -8.76  1.42  0.000
H  -1.73  -7.28  0.28  0.000
C  -0.63  2.05  4.52  0.000
C  -1.40  3.13  3.76  0.000
C  -1.75  2.48  2.44  0.000
O  -0.65  1.50  2.18  -0.010
C  0.12  1.27  3.46  0.000
H  0.03  2.45  5.29  0.000
H  -1.35  1.39  5.02  0.000
H  -0.74  4.00  3.60  0.000
H  -2.29  3.48  4.29  0.000
H  -2.69  1.91  2.49  0.000
H  -1.80  3.18  1.60  0.000
H  1.14  1.65  3.30  0.000
H  0.16  0.18  3.64  0.000

# 4
Entry from OMol25: a cluster of 3 separate species, C21H46BF7N3O9P2S in total (wB97M-V/def2-TZVPD).

The value obtained for the lowest unoccupied orbital energy is -4.7 eV. The multiplicity is 1. Its energy relative to the best compared isomer or geometry (same formula, charge and spin) is 0.00 kJ/mol. As for the charge: +1. The HOMO energy is -11.553 eV.

Last column: Mulliken charge in e.
Positions of all 90 atoms, in Å:
C  2.28  4.21  -6.84  -1.059
C  2.94  4.63  -5.50  -0.336
S  2.85  3.28  -4.29  -0.189
C  2.30  4.14  -2.80  -0.668
N  2.50  3.27  -1.61  -0.060
C  3.18  3.81  -0.54  -0.609
N  2.41  4.24  0.54  -0.290
N  4.48  3.96  -0.47  0.019
B  4.96  4.72  0.83  0.587
O  5.48  4.00  1.83  -0.572
C  4.82  6.27  0.96  -0.264
C  5.99  7.03  0.28  -1.162
C  5.38  3.55  -1.56  0.720
F  5.33  4.53  -2.47  -0.294
F  5.04  2.39  -2.09  -0.302
C  6.87  3.41  -1.12  0.728
F  6.95  2.66  -0.01  -0.298
F  7.42  4.61  -0.93  -0.247
C  7.72  2.65  -2.22  0.675
F  7.62  1.33  -2.06  -0.225
F  7.39  3.04  -3.45  -0.210
F  9.00  3.00  -2.00  -0.242
H  1.81  3.23  -6.75  0.324
H  1.54  4.93  -7.15  0.282
H  3.03  4.13  -7.62  0.314
H  3.99  4.86  -5.69  0.302
H  2.48  5.54  -5.12  0.380
H  2.76  5.12  -2.67  0.370
H  1.22  4.32  -2.89  0.572
H  2.76  2.31  -1.82  0.383
H  2.33  5.24  0.67  0.152
H  2.52  3.71  1.40  0.267
H  5.37  3.04  1.72  0.335
H  4.84  6.48  2.03  0.327
H  3.87  6.64  0.58  0.271
H  6.92  6.80  0.79  0.320
H  6.08  6.74  -0.76  0.249
H  5.80  8.10  0.34  0.407
O  -1.05  0.80  -2.70  -0.706
P  -2.23  0.44  -1.90  0.769
O  -3.43  1.46  -2.09  -0.286
C  -4.01  1.67  -3.39  -0.324
C  -4.83  0.48  -3.85  -0.965
O  -1.85  0.77  -0.36  -0.238
C  -0.54  1.17  0.00  -0.492
C  -0.44  2.68  0.11  -0.449
O  -2.98  -0.92  -1.67  -0.248
C  -2.77  -1.83  -0.56  -0.143
C  -3.77  -1.56  0.53  -1.012
H  -3.22  1.90  -4.11  0.275
H  -4.64  2.55  -3.30  0.312
H  -4.20  -0.39  -4.02  0.253
H  -5.35  0.72  -4.78  0.407
H  -5.57  0.21  -3.09  0.254
H  0.19  0.78  -0.71  0.339
H  -0.32  0.71  0.97  0.415
H  -0.80  3.15  -0.81  0.216
H  0.58  2.99  0.29  -0.188
H  -1.07  3.04  0.92  0.354
H  -1.74  -1.78  -0.20  0.260
H  -2.92  -2.83  -0.96  0.329
H  -3.74  -0.52  0.86  0.330
H  -3.58  -2.20  1.39  0.299
H  -4.78  -1.75  0.18  0.276
O  -2.43  -5.67  2.78  -0.754
P  -3.46  -6.55  3.34  0.910
O  -4.90  -5.88  3.31  -0.329
C  -5.47  -5.50  2.05  -0.181
C  -5.90  -6.69  1.21  -1.036
O  -3.23  -6.57  4.94  -0.255
C  -2.11  -5.95  5.56  -0.310
C  -2.47  -4.58  6.09  -1.088
O  -3.79  -8.07  3.14  -0.287
C  -3.36  -9.15  3.99  -0.195
C  -4.43  -9.47  5.01  -1.074
H  -4.75  -4.88  1.50  0.154
H  -6.34  -4.88  2.27  0.332
H  -5.04  -7.28  0.90  0.262
H  -6.42  -6.36  0.32  0.417
H  -6.55  -7.34  1.79  0.260
H  -1.26  -5.90  4.87  0.348
H  -1.81  -6.61  6.38  0.334
H  -2.90  -3.97  5.31  0.246
H  -1.59  -4.08  6.50  0.368
H  -3.21  -4.67  6.89  0.288
H  -2.40  -8.93  4.46  0.286
H  -3.20  -10.01  3.34  0.345
H  -4.70  -8.59  5.59  0.279
H  -4.08  -10.25  5.69  0.382
H  -5.33  -9.82  4.51  0.301

| no. | maximum force (Eh/bohr) |
| --- | --- |
| 1 | 0.018 |
| 2 | 0.142 |
| 3 | 0.045 |
| 4 | 0.075 |